Density functional theory data (ωB97M-V/def2-TZVPD) for a single C5H12NP molecule.

Structure (XYZ):
```
19
Properties=species:S:1:pos:R:3:forces:R:3
C 1.7254 0.8746 -1.8311 4.7 1.5 -1.1
C 0.4821 0.3343 -1.4698 -1.5 -2.8 7.6
P -0.7586 -0.1759 -2.6926 -0.3 0.0 1.1
N 0.5884 0.0603 0.1883 0.8 1.5 -8.0
C -0.5432 -0.0915 1.0020 0.6 -0.3 1.3
C -1.0146 -1.5818 0.9678 -1.8 -0.2 2.7
C 0.1115 0.4193 2.3681 -0.4 -1.6 -0.3
H 1.8191 1.9263 -1.4454 -0.1 -0.7 -0.4
H 2.6925 0.3756 -1.4012 -2.0 0.5 -0.3
H 1.9458 0.9122 -2.9276 -0.5 0.0 0.6
H -1.2186 1.1499 -2.8546 -0.4 0.0 -0.2
H -1.8129 -0.6136 -1.7864 0.6 0.5 -0.5
H -1.3833 0.5797 0.7589 0.1 -0.2 -0.1
H -2.1432 -1.5801 1.4435 2.7 -0.3 -1.3
H -1.0160 -1.9676 -0.0675 -0.1 0.1 0.7
H -0.3842 -2.2654 1.6688 -0.9 1.2 -1.4
H 1.1016 -0.0313 2.5998 -0.9 -0.4 -0.4
H -0.5806 0.2301 3.1748 -0.1 0.2 0.5
H 0.3889 1.4448 2.3044 -0.4 1.1 -0.2
```
Positions in Å, forces in eV/Å.

Properties
**SMILES**: C/C(P)=N/C(C)C
**Energy relative to the best compared isomer or geometry (same formula, charge and spin)**: 103.3 kcal per mole
**2S+1**: 1
**Molecular weight**: 117.13 g mol⁻¹
**Strongest force on any atom**: 8.2 eV Å⁻¹
**Charge**: 0
**LUMO level (alpha / beta)**: 0.113 / 0.016 eV
**HOMO (alpha / beta)**: -8.90 / -7.96 eV
**E**: -16153.5517 eV

Density functional theory data (ωB97M-V/def2-TZVPD) for an isolated ion of composition C5H12NS and charge -1.

Structure (XYZ):
```
19
Properties=species:S:1:pos:R:3:forces:R:3
C 0.7906 -0.6670 -1.2949 1.0 1.8 0.2
N 1.0906 -0.6831 0.1475 -1.1 0.6 2.4
C 1.8763 0.5138 0.6321 2.4 -2.3 -3.2
C -0.1105 -0.7706 1.0592 -0.1 0.5 0.3
C -1.1687 0.3964 0.7653 -0.5 -1.9 0.7
C -1.9573 0.3335 -0.7108 1.2 1.9 2.2
S -1.7058 1.8792 -1.7135 0.1 -0.5 0.2
H 0.3957 0.3392 -1.6463 0.6 -0.9 0.2
H 0.0230 -1.3597 -1.6126 0.3 -0.7 0.3
H 1.7947 -0.8916 -1.7159 -0.8 0.1 -0.5
H 2.1457 0.2477 1.6339 0.0 0.5 0.7
H 2.9180 0.4336 0.0053 -2.3 0.6 1.4
H 1.4458 1.5069 0.4766 -0.1 -0.2 0.1
H -0.6249 -1.6954 0.9655 -0.4 -1.2 -1.1
H 0.1765 -0.9657 2.2109 0.0 1.4 -2.3
H -2.0024 0.2052 1.5875 1.7 1.1 -1.4
H -0.5205 1.2866 0.8678 -1.4 0.2 0.1
H -1.5530 -0.5233 -1.2506 -1.1 -0.1 0.2
H -3.0139 0.4143 -0.4069 0.4 -1.1 -0.5
```
Positions in Å, forces in eV/Å.

Properties
**SMILES**: CN(C)CCC[S-]
**Energy relative to the best compared isomer or geometry (same formula, charge and spin)**: 53.5 kcal per mole
**2S+1**: 1
**Molecular weight**: 118.22 g mol⁻¹
**Strongest force on any atom**: 4.6 eV Å⁻¹
**Charge**: -1
**LUMO level**: 3.869 eV
**HOMO**: -2.43 eV
**E**: -17703.4723 eV

Density functional theory data (ωB97M-V/def2-TZVPD) for an isolated ion of composition C5H12NS and charge -1.

Structure (XYZ):
```
19
Properties=species:S:1:pos:R:3:forces:R:3
C -0.4931 -0.3991 -1.4362 0.1 0.0 -2.7
N 0.5319 -0.5741 -0.4475 1.5 0.2 0.5
C 1.2424 -1.8227 -0.6906 -0.7 0.3 -1.1
C 0.0918 -0.4094 0.9626 0.0 -0.2 -0.6
C -0.7670 0.8151 1.1826 -1.4 0.4 -0.5
C -0.0842 2.1144 0.6313 -1.2 0.6 3.7
S -1.2404 3.6364 0.7310 1.1 -1.3 -0.3
H -1.2710 -1.2028 -1.4630 0.1 0.5 0.3
H -0.9137 0.5852 -1.4377 -0.7 0.5 0.9
H -0.1357 -0.3250 -2.5775 0.2 -0.7 2.4
H 2.2693 -1.9250 -0.3210 0.0 0.7 -0.1
H 1.1710 -1.8893 -1.8098 0.7 -0.7 1.1
H 0.7087 -2.6513 -0.2210 -0.3 -0.5 -0.1
H 0.9405 -0.3106 1.7401 -0.8 -0.7 -1.6
H -0.5632 -1.2835 1.1443 0.4 -0.2 0.7
H -0.9147 0.7457 2.3157 -0.2 1.0 -1.5
H -1.8110 0.7320 0.6646 1.7 0.0 1.1
H 0.4299 1.9512 -0.2553 0.1 -0.3 -2.3
H 0.8087 2.2127 1.2872 -0.4 0.5 0.2
```
Positions in Å, forces in eV/Å.

Properties
**SMILES**: CN(C)CCC[S-]
**Energy relative to the best compared isomer or geometry (same formula, charge and spin)**: 40.5 kcal per mole
**2S+1**: 1
**Molecular weight**: 118.22 g mol⁻¹
**Strongest force on any atom**: 4.0 eV Å⁻¹
**Charge**: -1
**LUMO level**: 3.467 eV
**HOMO**: -2.29 eV
**E**: -17704.0356 eV

What did the first record say?
Density functional theory data (ωB97M-V/def2-TZVPD) for a single C5H12NP molecule.

Structure (XYZ):
```
19
Properties=species:S:1:pos:R:3:forces:R:3
C 1.7254 0.8746 -1.8311 4.7 1.5 -1.1
C 0.4821 0.3343 -1.4698 -1.5 -2.8 7.6
P -0.7586 -0.1759 -2.6926 -0.3 0.0 1.1
N 0.5884 0.0603 0.1883 0.8 1.5 -8.0
C -0.5432 -0.0915 1.0020 0.6 -0.3 1.3
C -1.0146 -1.5818 0.9678 -1.8 -0.2 2.7
C 0.1115 0.4193 2.3681 -0.4 -1.6 -0.3
H 1.8191 1.9263 -1.4454 -0.1 -0.7 -0.4
H 2.6925 0.3756 -1.4012 -2.0 0.5 -0.3
H 1.9458 0.9122 -2.9276 -0.5 0.0 0.6
H -1.2186 1.1499 -2.8546 -0.4 0.0 -0.2
H -1.8129 -0.6136 -1.7864 0.6 0.5 -0.5
H -1.3833 0.5797 0.7589 0.1 -0.2 -0.1
H -2.1432 -1.5801 1.4435 2.7 -0.3 -1.3
H -1.0160 -1.9676 -0.0675 -0.1 0.1 0.7
H -0.3842 -2.2654 1.6688 -0.9 1.2 -1.4
H 1.1016 -0.0313 2.5998 -0.9 -0.4 -0.4
H -0.5806 0.2301 3.1748 -0.1 0.2 0.5
H 0.3889 1.4448 2.3044 -0.4 1.1 -0.2
```
Positions in Å, forces in eV/Å.

Properties
**SMILES**: C/C(P)=N/C(C)C
**Energy relative to the best compared isomer or geometry (same formula, charge and spin)**: 103.3 kcal per mole
**2S+1**: 1
**Molecular weight**: 117.13 g mol⁻¹
**Strongest force on any atom**: 8.2 eV Å⁻¹
**Charge**: 0
**LUMO level (alpha / beta)**: 0.113 / 0.016 eV
**HOMO (alpha / beta)**: -8.90 / -7.96 eV
**E**: -16153.5517 eV

> Which formula does entry 2 have?

C5H12NS